{"formula": "C8H22F9FeN10O15S3", "method": "ωB97M-V/def2-TZVPD", "symbols": ["Fe", "C", "F", "F", "F", "S", "O", "O", "O", "C", "F", "F", "F", "S", "O", "O", "O", "C", "F", "F", "F", "S", "O", "O", "O", "O", "H", "H", "C", "O", "N", "N", "H", "H", "H", "H", "C", "O", "N", "N", "H", "H", "H", "H", "C", "O", "N", "N", "H", "H", "H", "H", "C", "O", "N", "N", "H", "H", "H", "H", "C", "O", "N", "N", "H", "H", "H", "H"], "xyz": [[-1.755, 23.003, -10.057], [1.180, 22.982, -7.104], [2.329, 22.533, -6.638], [0.317, 21.944, -7.179], [0.666, 23.858, -6.237], [1.381, 23.753, -8.828], [0.043, 23.641, -9.414], [1.809, 25.103, -8.591], [2.370, 22.875, -9.444], [-1.611, 25.285, -13.845], [-2.935, 25.286, -13.731], [-1.175, 24.162, -14.394], [-1.280, 26.298, -14.657], [-0.827, 25.627, -12.182], [0.592, 25.601, -12.436], [-1.347, 26.922, -11.774], [-1.327, 24.530, -11.341], [-5.042, 26.206, -10.814], [-4.414, 26.471, -11.938], [-4.505, 26.831, -9.783], [-6.303, 26.608, -10.962], [-5.003, 24.358, -10.448], [-5.812, 24.211, -9.260], [-5.533, 23.785, -11.672], [-3.613, 23.987, -10.197], [-0.816, 21.183, -9.890], [0.001, 20.955, -10.360], [-1.015, 20.465, -9.281], [-2.842, 22.949, -7.146], [-2.135, 22.862, -8.157], [-4.139, 23.328, -7.188], [-2.387, 22.566, -5.924], [-4.438, 23.826, -8.020], [-4.749, 23.108, -6.430], [-2.819, 22.733, -5.040], [-1.530, 22.034, -5.938], [-2.797, 21.788, -12.890], [-2.383, 22.253, -11.838], [-3.919, 22.245, -13.505], [-2.245, 20.675, -13.463], [-4.143, 21.811, -14.381], [-4.528, 22.971, -13.144], [-1.384, 20.320, -13.092], [-2.710, 20.221, -14.222], [1.352, 22.387, -12.756], [0.526, 22.428, -11.857], [1.057, 22.057, -14.061], [2.662, 22.664, -12.522], [0.132, 21.716, -14.243], [1.766, 21.978, -14.760], [3.356, 22.617, -13.239], [2.911, 22.740, -11.545], [-1.612, 26.621, -8.168], [-1.831, 25.582, -8.795], [-1.235, 26.617, -6.860], [-1.625, 27.811, -8.806], [-1.211, 27.484, -6.353], [-1.196, 25.780, -6.313], [-1.546, 28.666, -8.293], [-1.671, 27.728, -9.816], [-4.728, 20.662, -9.656], [-3.689, 21.327, -9.622], [-5.801, 21.055, -10.384], [-4.919, 19.588, -8.834], [-5.695, 21.869, -10.972], [-6.648, 20.524, -10.337], [-5.775, 19.071, -8.846], [-4.173, 19.366, -8.205]], "forces_ev_per_a": [[-0.07, 1.86, -1.03], [-0.32, 0.57, -1.20], [0.19, -0.05, 0.20], [0.13, -0.31, 0.20], [-0.01, 0.01, 0.15], [1.32, -0.15, -0.27], [0.16, -0.11, 0.48], [-0.42, -0.45, 0.20], [-0.85, 0.21, 0.42], [0.49, 1.43, 0.90], [-0.21, -0.54, -0.23], [-0.21, -0.55, -0.08], [0.01, -0.14, -0.16], [0.82, 0.97, 0.77], [-0.58, -0.44, -0.18], [-0.18, -0.78, -0.44], [-0.27, -0.18, -0.46], [-0.03, -1.17, 0.25], [0.44, 0.17, -0.04], [0.20, 0.43, 0.02], [-0.30, -0.06, 0.20], [0.27, 0.48, -0.15], [-0.24, 0.12, -0.21], [-0.19, -0.27, -0.03], [-0.33, 0.57, 0.02], [0.25, -1.19, 0.05], [0.02, 0.73, -0.18], [-0.28, 0.25, 0.10], [-2.15, -0.07, 0.66], [0.66, -0.19, 0.57], [1.57, 0.20, -0.44], [1.14, -0.63, -0.68], [-0.55, -0.23, 0.18], [-0.23, 0.25, 0.08], [-0.39, 0.20, -0.09], [0.06, 0.25, 0.17], [-1.39, -0.21, 0.11], [0.40, -0.07, 0.04], [0.64, -0.55, -0.35], [0.24, 0.55, 0.11], [-0.26, 0.23, -0.12], [0.35, 0.06, 0.39], [-0.04, -0.05, 0.08], [0.14, -0.18, -0.13], [0.98, 0.17, -0.30], [-0.46, -0.84, -0.33], [-0.36, -0.02, 0.62], [-0.41, -0.18, 0.32], [-0.03, 0.21, -0.18], [0.05, -0.03, -0.11], [0.16, 0.02, -0.01], [0.07, 0.27, -0.07], [0.38, -1.37, -1.09], [-0.13, 0.42, 0.87], [-0.18, 0.75, 0.66], [-0.26, -0.13, 0.20], [0.14, -0.03, 0.04], [-0.12, -0.25, -0.30], [0.16, 0.25, -0.34], [-0.04, 0.36, 0.08], [-0.12, 1.30, 0.51], [-0.02, -1.12, -0.05], [0.53, -0.69, 0.03], [0.19, 0.04, -0.37], [-0.28, 0.06, -0.09], [-0.22, 0.21, -0.23], [0.03, -0.17, 0.18], [-0.08, -0.16, 0.05]], "lowdin_spin": [4.454, 0.002, 0.000, 0.001, 0.000, 0.008, 0.080, 0.011, 0.007, 0.003, 0.000, 0.000, 0.001, 0.008, 0.007, 0.008, 0.080, 0.003, 0.000, 0.000, 0.001, 0.006, 0.004, 0.003, 0.047, 0.054, 0.003, 0.003, 0.015, 0.086, 0.006, 0.006, 0.000, 0.000, 0.001, 0.000, 0.010, 0.058, 0.003, 0.002, 0.000, 0.000, 0.000, 0.000, 0.000, 0.001, 0.000, 0.000, 0.000, 0.000, 0.000, 0.000, 0.000, 0.003, 0.000, 0.000, 0.000, 0.000, 0.000, 0.000, 0.001, 0.012, 0.000, 0.000, 0.000, 0.000, 0.000, 0.000], "e_homo_ev": [-9.0, -9.0], "total_energy_ev": -145623.714, "multiplicity": 6, "lumo_ev": [-0.2, -1.8], "de_lowest_ev": 0.000, "s_squared": 8.75, "orbital_gap_ev": [8.7705, 7.2306]}

{"formula": "C27H16BrCeN5O4S", "method": "ωB97M-V/def2-TZVPD", "symbols": ["Ce", "S", "C", "C", "C", "C", "C", "C", "C", "C", "C", "N", "H", "H", "H", "H", "H", "H", "Br", "C", "C", "C", "C", "C", "N", "C", "O", "O", "H", "H", "H", "O", "N", "O", "C", "C", "C", "C", "C", "C", "N", "C", "C", "N", "C", "C", "C", "C", "H", "H", "H", "H", "H", "H", "H"], "xyz": [[0.698, -0.022, -1.102], [0.852, 4.827, -0.651], [2.446, 4.316, -0.314], [2.588, 2.970, -0.402], [1.380, 2.305, -0.762], [0.336, 3.196, -0.916], [-1.060, 2.885, -1.210], [-2.048, 3.870, -1.211], [-3.354, 3.537, -1.505], [-3.664, 2.213, -1.782], [-2.642, 1.290, -1.745], [-1.366, 1.595, -1.473], [3.209, 5.043, -0.081], [3.534, 2.473, -0.225], [-1.784, 4.893, -0.982], [-4.124, 4.298, -1.519], [-4.670, 1.904, -2.023], [-2.854, 0.249, -1.950], [3.722, 2.041, -3.675], [4.261, 0.641, -2.531], [5.599, 0.392, -2.274], [5.908, -0.655, -1.419], [4.893, -1.435, -0.877], [3.600, -1.142, -1.245], [3.277, -0.096, -2.032], [2.296, -1.728, -0.760], [1.975, -1.508, 0.422], [1.447, -2.019, -1.655], [6.367, 0.997, -2.732], [6.941, -0.869, -1.181], [5.106, -2.255, -0.206], [-5.096, -3.661, 2.129], [-4.133, -3.594, 2.867], [-4.040, -4.100, 3.962], [-3.000, -2.763, 2.418], [-2.243, -2.196, 3.378], [-1.189, -1.298, 3.039], [-0.320, -0.750, 4.000], [0.649, 0.138, 3.603], [0.687, 0.525, 2.265], [-0.102, 0.011, 1.333], [-0.994, -0.937, 1.698], [-1.719, -1.647, 0.668], [-1.349, -1.450, -0.619], [-1.930, -2.160, -1.573], [-2.915, -3.109, -1.319], [-3.318, -3.314, -0.022], [-2.722, -2.572, 1.018], [-2.450, -2.409, 4.418], [-0.417, -1.046, 5.037], [1.355, 0.550, 4.309], [1.386, 1.284, 1.931], [-1.589, -1.979, -2.589], [-3.341, -3.676, -2.134], [-4.075, -4.049, 0.199]], "forces_ev_per_a": [[-2.26, 3.27, 0.44], [0.07, -0.35, -0.04], [-0.10, 0.17, -0.01], [0.20, -0.43, 0.00], [-0.51, -0.90, -0.01], [0.19, 0.12, 0.13], [-0.36, 0.15, -0.08], [0.19, -0.05, 0.00], [-0.04, -0.04, -0.01], [0.08, 0.05, 0.01], [-0.14, -0.22, -0.10], [0.55, -0.11, 0.06], [-0.02, 0.02, 0.01], [-0.01, 0.01, -0.02], [-0.02, 0.02, -0.01], [0.01, 0.01, 0.01], [0.01, -0.02, 0.01], [0.01, 0.01, 0.00], [0.15, -0.10, 0.11], [-0.41, 0.29, -0.29], [0.03, -0.13, 0.09], [0.02, 0.12, -0.10], [-0.19, -0.30, 0.10], [0.31, 0.13, -0.22], [-0.30, -0.28, 0.31], [3.03, -1.74, 0.83], [-0.41, 0.11, -0.45], [-0.40, -0.02, -0.33], [-0.01, 0.02, 0.01], [0.00, 0.00, 0.00], [0.01, -0.01, -0.02], [0.18, 0.01, 0.00], [-0.26, -0.11, 0.26], [0.02, 0.05, -0.23], [0.34, 0.22, 0.12], [-0.21, -0.19, 0.03], [0.15, 0.26, -0.31], [-0.04, 0.00, -0.03], [-0.16, 0.01, 0.12], [0.07, 0.24, -0.06], [0.32, -0.18, -0.45], [-0.18, -0.19, 0.13], [-0.19, -0.13, 0.21], [0.21, 0.15, 0.00], [0.09, 0.04, -0.03], [-0.03, 0.02, 0.03], [0.04, 0.05, -0.08], [0.03, -0.01, -0.10], [-0.01, -0.04, -0.01], [0.01, 0.01, 0.00], [-0.03, 0.07, -0.03], [0.03, -0.03, 0.02], [-0.01, -0.06, -0.03], [0.00, 0.01, 0.00], [-0.03, -0.01, 0.03]], "lowdin_charge": [1.597, 1.128, -0.364, -0.224, -0.289, -0.491, -0.273, 0.000, -0.003, -0.016, -0.101, 0.013, 0.089, 0.108, 0.103, 0.131, 0.124, 0.102, 0.871, -0.702, -0.050, 0.008, 0.042, -0.178, 0.029, -0.643, 0.071, -0.039, 0.123, 0.134, 0.139, 0.107, -0.333, 0.130, -0.052, 0.097, -0.096, 0.057, 0.014, -0.070, 0.027, -0.121, -0.105, 0.003, -0.094, 0.017, 0.066, -0.033, 0.148, 0.142, 0.130, 0.127, 0.138, 0.132, 0.127], "total_charge": 2, "e_homo_ev": [-14.1, -14.1], "total_energy_ev": -137689.814, "lumo_ev": [-8.1, -8.1], "de_lowest_ev": 0.560, "orbital_gap_ev": [5.9387, 5.9434]}

{"formula": "C4H12OS2", "method": "ωB97M-V/def2-TZVPD", "symbols": ["C", "C", "C", "S", "S", "C", "H", "H", "H", "H", "H", "H", "H", "H", "H", "H", "H", "H", "O"], "xyz": [[-1.246, 0.813, -1.700], [-1.540, 2.193, -1.190], [0.199, 0.763, -1.982], [1.213, 0.804, -0.360], [0.546, -0.936, 0.572], [2.118, -1.807, 0.893], [-1.488, -0.076, -1.056], [-1.759, 0.651, -2.697], [-2.575, 2.411, -1.119], [-1.014, 2.057, -0.147], [-0.928, 2.976, -1.807], [0.417, -0.268, -2.379], [0.381, 1.658, -2.724], [1.984, -2.580, 1.665], [2.568, -2.159, -0.089], [2.856, -1.122, 1.389], [-1.284, -1.647, 4.490], [-0.077, -2.283, 3.916], [-0.371, -1.446, 4.325]], "forces_ev_per_a": [[-1.37, -0.83, -1.57], [2.67, 0.06, 1.84], [1.55, -0.93, -0.91], [-0.35, 0.11, -0.81], [0.31, 0.17, 0.05], [1.38, 0.61, -0.58], [-0.30, 1.15, -0.29], [0.37, -0.07, 0.93], [-0.83, 0.48, 0.21], [-1.35, 1.41, -1.56], [-1.40, -1.27, 1.17], [0.28, 1.29, -0.15], [0.68, -1.90, 1.58], [-0.35, -0.06, -0.71], [-0.57, 0.09, 1.44], [-0.72, -0.31, -0.64], [-0.84, 0.16, 0.27], [0.11, 0.68, 0.21], [0.72, -0.84, -0.45]], "nbo_charge": [-0.439, -0.622, -0.486, 0.040, 0.070, -0.756, 0.217, 0.200, 0.214, 0.225, 0.198, 0.224, 0.232, 0.229, 0.226, 0.229, 0.463, 0.461, -0.924], "e_homo_ev": -8.3, "total_energy_ev": -28059.505, "lumo_ev": 0.5, "de_lowest_ev": 1.361, "orbital_gap_ev": 8.7353}

{"formula": "C2H10NO5", "method": "ωB97M-V/def2-TZVPD", "symbols": ["C", "N", "C", "O", "O", "H", "H", "H", "H", "H", "H", "O", "H", "H", "O", "H", "H", "O"], "xyz": [[-2.506, -0.440, 0.895], [-1.612, 0.656, 0.924], [-0.474, 0.474, 0.068], [0.272, 1.438, 0.065], [-0.511, -0.578, -0.635], [-2.062, -1.327, 1.245], [-2.780, -0.778, -0.164], [-3.416, -0.403, 1.522], [-1.728, 1.452, 1.560], [1.690, 2.282, 0.894], [2.233, 3.170, -0.265], [2.321, 3.089, 0.684], [1.978, -1.327, -0.035], [2.978, -0.224, -0.152], [2.881, -1.112, -0.042], [0.197, -1.466, -2.692], [0.004, -2.550, -1.513], [0.535, -2.358, -2.361]], "forces_ev_per_a": [[-2.06, -0.96, -0.91], [-0.05, -0.21, -0.03], [-2.70, -0.56, 0.06], [2.38, 1.24, -0.25], [0.73, 0.74, 0.68], [1.03, -1.35, 0.67], [0.01, 0.97, 1.20], [0.23, 0.85, -0.34], [0.37, -0.81, -0.81], [1.29, 2.19, -1.03], [-0.23, -0.14, -0.21], [-1.05, -1.91, 1.15], [-2.10, -0.04, -0.29], [-0.04, 3.85, -0.48], [2.03, -3.70, 0.70], [0.55, -1.76, 1.39], [1.15, 1.18, -2.05], [-1.54, 0.42, 0.54]], "nbo_charge": [-0.404, -0.721, 0.888, -0.813, -0.841, 0.170, 0.193, 0.168, 0.386, 0.520, 0.462, -1.004, 0.487, 0.467, -0.956, 0.491, 0.492, -0.983], "total_charge": -1, "e_homo_ev": -5.0, "total_energy_ev": -13965.688, "lumo_ev": 3.8, "de_lowest_ev": 1.171, "orbital_gap_ev": 8.7637}